No. 1
{"formula": "C8H8N3O", "method": "ωB97M-V with the def2-TZVPD basis set", "largest_force_ev_per_a": 5.856, "de_lowest_kj_mol": 412.9, "total_charge": 1, "gap_ev": [7.384, 7.384], "lumo_ev": [-4.48, -4.48], "species": ["C", "C", "C", "C", "C", "C", "C", "C", "N", "N", "N", "O", "H", "H", "H", "H", "H", "H", "H", "H"], "coordinates": [[-1.57678, -2.18033, -0.64315], [0.02347, 3.11380, 0.98207], [-0.09666, 1.99021, 1.82235], [0.26375, 2.89316, -0.39457], [-0.03444, 0.73799, 1.23534], [0.39933, 1.64658, -0.85638], [0.23892, -0.64095, -0.69904], [0.87160, -1.79796, -0.33070], [-2.00600, -2.83314, -1.47134], [0.24010, 0.57543, -0.08628], [0.66996, -3.03947, 0.11223], [1.72400, -1.28869, -1.08151], [-0.02495, 4.17256, 1.25909], [-0.36096, 1.97005, 2.91917], [0.38239, 3.72360, -1.02173], [0.06492, -0.17976, 1.81746], [0.52361, 1.57141, -1.89973], [-2.35854, -3.45444, -2.27023], [-0.21833, -3.21641, 0.71758], [1.27461, -3.76365, -0.11063]], "forces_ev_per_angstrom": [[-1.1375, 1.3459, 2.3376], [0.1203, -0.1763, -0.5257], [-1.0683, 0.0783, 0.4491], [-0.0455, 0.6816, 3.0861], [1.3424, -0.2976, 0.3948], [-0.4160, 0.4884, -1.0785], [-0.7455, -1.0604, -1.3978], [-1.3530, -2.2131, 0.9176], [-1.9965, -3.2967, -4.4084], [0.1708, 0.7576, 1.6947], [-2.5687, 2.4280, 2.2091], [2.6888, 0.5228, -0.8224], [-0.1423, -0.6612, 0.5542], [0.5854, 0.5462, -1.4039], [0.1158, 0.8715, -0.9174], [-0.5813, 0.3108, -0.1455], [0.2549, -1.0224, -0.9602], [0.9154, 1.7108, 2.0634], [2.4786, 0.4224, -1.6669], [1.3821, -1.4367, -0.3798]], "nbo_charge": [0.21, -0.09, -0.23, -0.21, 0.08, 0.10, 0.14, 0.57, -0.70, -0.32, -0.75, -0.43, 0.26, 0.27, 0.25, 0.24, 0.25, 0.48, 0.46, 0.43]}

***

No. 2
{"formula": "C46H45FNP2RuS", "method": "ωB97M-V with the def2-TZVPD basis set", "largest_force_ev_per_a": 0.502, "s_squared": 8.7838, "de_lowest_kj_mol": 86.1, "total_charge": 0, "gap_ev": [6.239, 6.130], "spin_multiplicity": 6, "lumo_ev": [0.48, -1.06], "species": ["Ru", "C", "C", "C", "C", "C", "C", "C", "C", "C", "C", "H", "H", "H", "H", "H", "H", "H", "H", "H", "H", "H", "H", "H", "H", "H", "N", "P", "C", "C", "C", "C", "C", "C", "C", "C", "C", "C", "C", "C", "P", "C", "C", "C", "C", "C", "C", "C", "C", "C", "C", "C", "C", "H", "H", "H", "H", "H", "H", "H", "H", "H", "H", "H", "H", "H", "H", "H", "H", "H", "H", "H", "H", "H", "S", "C", "C", "C", "C", "C", "C", "H", "H", "H", "H", "H", "F", "C", "C", "C", "C", "C", "C", "H", "H", "H", "H"], "coordinates": [[0.28140, -1.56207, 1.06377], [-1.67255, -0.70264, 2.35878], [-1.67020, -2.12588, 2.32871], [-0.55811, -2.57994, 3.10514], [0.13568, -1.43426, 3.57557], [-0.52431, -0.27780, 3.07174], [-0.11279, 1.14095, 3.32989], [1.31479, -1.42626, 4.49222], [-0.30993, -3.99300, 3.53107], [-2.71870, -3.01215, 1.72644], [-2.71971, 0.19829, 1.78856], [-0.83514, 1.84146, 2.90917], [0.86151, 1.37222, 2.88984], [-0.03577, 1.34705, 4.40067], [0.99485, -1.45245, 5.53892], [1.91589, -0.52668, 4.35175], [1.96630, -2.28339, 4.32521], [-0.95947, -4.26441, 4.36963], [0.72129, -4.13844, 3.84973], [-0.50546, -4.70449, 2.72624], [-3.54185, -3.20554, 2.42139], [-2.29856, -3.98003, 1.44713], [-3.16061, -2.57365, 0.82787], [-3.34830, 0.61400, 2.58208], [-3.38068, -0.33768, 1.10495], [-2.26948, 1.02746, 1.24313], [-1.01996, -0.41730, -0.59184], [-1.02232, 3.27797, -0.24230], [-0.80720, 4.93800, 0.41093], [-1.80182, 5.92120, 0.48900], [-1.53714, 7.14371, 1.08256], [-0.27917, 7.41229, 1.60763], [0.71595, 6.44524, 1.54562], [0.45354, 5.21953, 0.95873], [-2.46312, 3.45526, -1.33222], [-2.56934, 4.47165, -2.28785], [-3.62999, 4.49788, -3.17915], [-4.60931, 3.51329, -3.12939], [-4.51776, 2.49842, -2.18735], [-3.45026, 2.46478, -1.30150], [-0.00271, -0.52469, -1.81816], [-0.69815, -0.38573, -3.48427], [-1.62513, 0.63126, -3.71165], [-2.17350, 0.80878, -4.97140], [-1.79460, -0.02783, -6.01327], [-0.87472, -1.04246, -5.79155], [-0.32681, -1.22605, -4.52957], [1.27074, 0.73920, -1.69237], [1.77507, 1.31903, -2.85632], [2.79130, 2.26073, -2.79073], [3.32212, 2.62233, -1.56209], [2.82178, 2.05186, -0.40038], [1.79406, 1.12478, -0.45766], [-1.88762, -0.92909, -0.71281], [-2.78777, 5.72052, 0.09022], [-2.31827, 7.89102, 1.14207], [-0.07634, 8.37055, 2.06790], [1.69674, 6.64758, 1.95653], [1.22960, 4.46298, 0.91596], [-1.80963, 5.24262, -2.33534], [-3.69265, 5.28948, -3.91519], [-5.44087, 3.53889, -3.82202], [-5.27719, 1.72786, -2.14307], [-3.37251, 1.65782, -0.58294], [-1.91714, 1.28654, -2.90072], [-2.89345, 1.60086, -5.13238], [-2.21878, 0.10935, -6.99956], [-0.58421, -1.69947, -6.60087], [0.38199, -2.02652, -4.36105], [1.37281, 1.04696, -3.82364], [3.16515, 2.70727, -3.70273], [4.12260, 3.34908, -1.50956], [3.22935, 2.32687, 0.56407], [1.39533, 0.74356, 0.47765], [2.64119, -1.82422, 1.17008], [3.17918, -3.21901, 2.10343], [2.59824, -4.47574, 1.94348], [3.06501, -5.56846, 2.66002], [4.12394, -5.42803, 3.54474], [4.71347, -4.18060, 3.70513], [4.24779, -3.08637, 2.99320], [1.76751, -4.58774, 1.25853], [2.59420, -6.53440, 2.52245], [4.48760, -6.28083, 4.10308], [5.54102, -4.05454, 4.39236], [4.70377, -2.11335, 3.12511], [2.56674, -5.83892, -1.69188], [1.99155, -4.62673, -1.73387], [2.74070, -3.54955, -2.16688], [2.14251, -2.30314, -2.20293], [0.81830, -2.13717, -1.79986], [0.09223, -3.24680, -1.36749], [0.67381, -4.50555, -1.33916], [3.77631, -3.69542, -2.44041], [2.72686, -1.44349, -2.50756], [-0.94407, -3.14491, -1.06420], [0.12336, -5.37351, -1.00296]], "forces_ev_per_angstrom": [[-0.1915, 0.1995, 0.3201], [0.0282, -0.1025, 0.0128], [0.0316, -0.0247, 0.1071], [-0.1103, 0.0853, 0.0084], [-0.1374, -0.0117, -0.0243], [0.0122, -0.0895, 0.0564], [-0.0218, 0.0330, 0.0239], [0.0359, 0.0170, -0.0087], [0.0051, -0.0355, -0.0134], [-0.0451, 0.0001, 0.0125], [-0.0171, 0.0179, 0.0326], [0.0117, 0.0011, -0.0168], [0.0118, -0.0159, 0.0185], [-0.0179, -0.0045, 0.0016], [-0.0029, 0.0121, -0.0013], [0.0084, -0.0090, -0.0172], [-0.0040, -0.0078, 0.0026], [-0.0026, 0.0063, 0.0000], [-0.0168, 0.0005, 0.0010], [0.0030, 0.0028, -0.0035], [0.0058, 0.0068, 0.0072], [-0.0057, -0.0017, 0.0019], [0.0072, 0.0079, 0.0038], [0.0008, -0.0068, 0.0041], [0.0011, 0.0051, -0.0160], [-0.0087, 0.0086, -0.0008], [0.3605, 0.0530, -0.1767], [-0.0101, -0.1010, 0.0514], [0.0321, 0.0384, -0.0491], [0.0256, 0.0200, -0.0097], [-0.0187, 0.0096, 0.0024], [0.0139, 0.0008, -0.0007], [0.0083, 0.0001, 0.0038], [-0.0307, 0.0315, 0.0220], [-0.0520, -0.0020, 0.0340], [-0.0103, 0.0050, -0.0067], [0.0254, 0.0173, -0.0032], [-0.0102, -0.0094, 0.0097], [-0.0151, -0.0052, -0.0090], [-0.0031, 0.0324, -0.0041], [-0.1465, -0.4751, 0.0660], [-0.1421, 0.1617, 0.1606], [0.0233, 0.0310, -0.0012], [-0.0041, -0.0074, 0.0037], [-0.0017, 0.0101, 0.0067], [0.0024, -0.0270, -0.0114], [-0.0109, -0.0381, 0.0095], [0.0675, 0.0289, -0.0594], [0.0106, -0.0156, -0.0034], [0.0160, 0.0167, -0.0013], [-0.0114, -0.0197, -0.0244], [-0.0198, -0.0052, 0.0348], [-0.0187, 0.0909, 0.0611], [-0.0372, 0.0718, -0.0420], [-0.0027, 0.0016, 0.0095], [0.0023, 0.0032, -0.0035], [-0.0045, 0.0003, 0.0027], [-0.0014, 0.0033, 0.0039], [-0.0015, -0.0075, -0.0085], [0.0053, -0.0032, -0.0022], [-0.0065, -0.0012, -0.0018], [-0.0009, -0.0009, -0.0026], [-0.0006, 0.0020, -0.0029], [0.0117, 0.0022, 0.0065], [0.0161, -0.0085, -0.0075], [-0.0004, -0.0022, -0.0090], [-0.0033, -0.0010, -0.0018], [-0.0020, 0.0048, -0.0068], [0.0101, 0.0064, 0.0001], [-0.0205, -0.0244, 0.0068], [0.0106, 0.0056, 0.0066], [-0.0015, 0.0033, 0.0027], [0.0029, 0.0099, -0.0035], [-0.0421, -0.1297, -0.1379], [0.2428, 0.2055, -0.0997], [-0.0642, -0.0614, 0.0249], [0.0547, -0.0650, 0.0380], [-0.0304, 0.0090, -0.0383], [0.0153, -0.0064, 0.0219], [0.0072, 0.0172, 0.0048], [-0.0134, -0.0187, -0.0205], [-0.0084, 0.0249, -0.0205], [0.0085, -0.0088, 0.0098], [0.0023, -0.0007, 0.0005], [0.0004, -0.0139, 0.0045], [-0.0038, 0.0060, -0.0067], [0.0053, -0.0081, 0.0024], [-0.0519, -0.0015, 0.0261], [0.0182, -0.0082, 0.0014], [0.0083, 0.0139, 0.0315], [0.2616, 0.0909, -0.3219], [-0.0681, -0.0916, -0.0702], [-0.0098, 0.0313, 0.0063], [0.0009, 0.0104, -0.0073], [-0.0041, -0.0016, -0.0034], [0.0082, 0.0269, -0.0029], [0.0256, -0.0223, -0.0076]], "lowdin_spin": [3.02, 0.10, 0.06, 0.07, 0.13, 0.08, 0.01, 0.01, 0.01, 0.01, 0.02, 0.00, 0.00, 0.00, 0.01, 0.00, 0.00, 0.00, 0.00, 0.00, 0.00, 0.00, 0.00, 0.01, 0.00, 0.01, 0.08, 0.56, 0.06, 0.06, -0.01, 0.06, -0.01, 0.06, 0.07, 0.04, 0.00, 0.03, 0.00, 0.04, 0.02, 0.00, 0.00, 0.00, 0.00, 0.00, 0.00, 0.01, 0.00, 0.00, 0.00, 0.00, 0.02, 0.00, 0.00, 0.00, 0.00, 0.00, 0.00, 0.00, 0.00, 0.00, 0.00, 0.00, 0.00, 0.00, 0.00, 0.00, 0.00, 0.00, 0.00, 0.00, 0.00, 0.01, 0.18, 0.03, 0.01, 0.00, 0.01, 0.00, 0.01, 0.00, 0.00, 0.00, 0.00, 0.00, 0.00, 0.01, 0.01, 0.01, 0.02, 0.02, 0.01, 0.00, 0.00, 0.00, 0.00]}